Entry 1:
{"formula": "C29H38N4O2P2Pd", "method": "ωB97M-V/def2-TZVPD", "species": ["Pd", "C", "C", "C", "C", "C", "C", "C", "C", "C", "H", "H", "H", "H", "H", "H", "H", "H", "H", "H", "H", "H", "H", "H", "H", "P", "P", "N", "N", "N", "N", "C", "C", "C", "C", "C", "C", "C", "C", "C", "C", "C", "C", "C", "C", "C", "C", "C", "C", "H", "H", "H", "H", "H", "H", "H", "H", "H", "H", "H", "H", "H", "H", "H", "H", "H", "H", "H", "H", "C", "C", "O", "O", "H", "H", "H"], "xyz": [[-0.54723, 4.78821, -0.44404], [-1.94010, 4.33722, 1.37449], [-0.79550, 3.54781, 1.34994], [-0.71187, 2.09379, 0.95602], [-0.39080, 1.79402, -0.52243], [-0.88334, 2.84981, -1.47995], [-2.15377, 3.41793, -1.42066], [-3.20222, 3.06839, -0.42156], [-3.26587, 4.04209, 0.78484], [-0.44494, 5.64681, -2.29533], [-1.89189, 5.21391, 2.01939], [0.03724, 3.88466, 1.98796], [-1.61464, 1.54986, 1.26927], [0.11014, 1.68456, 1.56398], [0.70143, 1.71262, -0.62672], [-0.80195, 0.81219, -0.79836], [-0.26935, 3.07793, -2.34969], [-2.46342, 4.06376, -2.24254], [-3.04612, 2.04827, -0.06117], [-4.17244, 3.10234, -0.93972], [-3.69237, 4.99688, 0.44240], [-3.96769, 3.63601, 1.52999], [-0.79763, 6.68495, -2.25404], [-0.93538, 5.05599, -3.07870], [0.64398, 5.60063, -2.41758], [1.03418, -2.73243, -1.59442], [1.71692, -2.06774, 1.52906], [-0.39663, -3.11283, -2.52682], [2.14663, -3.70063, -2.68927], [0.17469, -2.11551, 2.40147], [2.71410, -2.32551, 2.97113], [0.82760, -4.05929, -0.30702], [1.69513, -3.83670, 0.94836], [-1.34235, -2.13908, -2.88961], [-2.38984, -2.76668, -3.54425], [-2.08956, -4.16559, -3.60212], [-0.87578, -4.35262, -2.95900], [3.26167, -3.13304, -3.31795], [4.01372, -4.14237, -3.92104], [3.33820, -5.37716, -3.67915], [2.21829, -5.08018, -2.90664], [-0.71837, -1.03929, 2.32659], [-1.93507, -1.41638, 2.88449], [-1.79108, -2.76868, 3.33252], [-0.50050, -3.17526, 3.01091], [2.49952, -3.13765, 4.09137], [3.66601, -3.20065, 4.83695], [4.64669, -2.40231, 4.15878], [4.04872, -1.88708, 3.02244], [1.09823, -5.03668, -0.73362], [-0.24329, -4.09295, -0.05052], [1.34394, -4.49211, 1.76014], [2.74672, -4.10808, 0.75300], [-1.16583, -1.10291, -2.63274], [-3.27889, -2.29850, -3.93853], [-2.68258, -4.93963, -4.06493], [-0.33403, -5.26216, -2.75479], [3.41477, -2.06618, -3.28945], [4.93992, -4.03150, -4.47229], [3.61231, -6.36613, -4.03189], [1.48546, -5.75951, -2.49764], [-0.39360, -0.11190, 1.89751], [-2.82007, -0.80693, 2.97393], [-2.52976, -3.36380, 3.84558], [-0.01876, -4.12578, 3.17805], [1.53843, -3.59248, 4.26908], [3.80060, -3.74893, 5.75964], [5.66669, -2.24052, 4.48337], [4.42750, -1.24887, 2.23707], [-2.05058, 7.82141, 0.31500], [-0.65518, 7.66432, 0.83060], [-0.13049, 8.60422, 1.44209], [-0.00901, 6.52968, 0.65372], [-2.40148, 8.82998, 0.54640], [-2.72997, 7.10145, 0.78582], [-2.09822, 7.66852, -0.76720]], "s2": 2.011, "e_tot_ha": -2307.75315, "orbital_gap_ev": [6.54, 6.11], "relative_energy_kj_mol": 0.0, "e_homo_ev": [-6.6, -8.5], "multiplicity": 3}


Entry 2:
{"formula": "C29H38N4O9S5Y", "method": "ωB97M-V/def2-TZVPD", "species": ["Y", "C", "N", "C", "C", "O", "C", "O", "C", "C", "O", "N", "C", "C", "H", "H", "H", "H", "H", "H", "H", "H", "H", "H", "H", "H", "H", "H", "H", "H", "O", "C", "O", "C", "C", "C", "C", "C", "O", "C", "C", "O", "O", "H", "H", "H", "H", "H", "H", "H", "H", "S", "C", "S", "C", "C", "S", "S", "S", "C", "C", "N", "C", "C", "C", "O", "C", "C", "C", "C", "N", "C", "H", "H", "H", "H", "H", "H", "H", "H", "H", "H", "H", "H", "H", "H"], "xyz": [[-6.78769, 6.98041, 17.75939], [-3.60949, 8.35648, 21.57762], [-5.04640, 8.55600, 21.71483], [-5.55814, 9.16155, 22.94562], [-5.81847, 8.08024, 20.72856], [-5.34296, 7.71455, 19.59634], [-7.26227, 7.82505, 21.03019], [-8.11008, 8.02899, 19.85950], [-8.65454, 9.31340, 19.62772], [-8.24566, 9.82374, 18.28428], [-7.27553, 9.28620, 17.66626], [-8.83963, 10.93683, 17.82362], [-9.98020, 11.65102, 18.42314], [-8.13137, 11.53059, 16.67875], [-3.22041, 7.57510, 22.25224], [-3.10099, 9.31650, 21.83896], [-3.38964, 8.11562, 20.51075], [-6.05157, 8.38943, 23.56823], [-6.38266, 9.82796, 22.77379], [-4.77470, 9.64956, 23.55365], [-7.66523, 8.36859, 21.92298], [-7.39721, 6.76399, 21.14621], [-8.42459, 10.08387, 20.41648], [-9.70189, 9.22741, 19.64117], [-10.14866, 11.29657, 19.44199], [-10.93585, 11.56203, 17.84579], [-9.62779, 12.66442, 18.57203], [-8.82897, 12.16387, 16.11225], [-7.77588, 10.73692, 16.06457], [-7.26885, 12.16611, 16.99550], [-8.49633, 5.12533, 21.09131], [-8.50630, 5.01343, 19.85631], [-7.56228, 5.40606, 19.03897], [-9.72618, 4.41160, 19.06171], [-9.35014, 3.02946, 18.43929], [-10.62476, 2.20015, 18.05537], [-11.07579, 2.96122, 16.73484], [-10.05987, 4.11056, 16.68133], [-8.78263, 3.38725, 17.09720], [-10.41502, 5.09309, 17.82736], [-10.03797, 6.54657, 17.51693], [-10.87903, 7.45850, 17.72479], [-8.77831, 6.67232, 17.10429], [-10.52044, 4.25939, 19.80200], [-8.65305, 2.54595, 19.05460], [-11.45368, 2.38617, 18.77243], [-10.46773, 1.09267, 17.97370], [-12.14283, 3.28522, 16.81421], [-10.99492, 2.24685, 15.86141], [-9.89421, 4.61503, 15.69222], [-11.48657, 5.01007, 17.99147], [-4.89264, 2.03396, 12.25490], [-5.32643, 3.13820, 13.35783], [-6.28662, 4.52199, 12.92457], [-6.07570, 5.52539, 14.44161], [-5.26404, 4.79809, 15.38410], [-4.73458, 5.41330, 16.89023], [-4.83719, 3.19511, 15.05176], [-6.60415, 7.08200, 14.63313], [-15.45216, 9.99134, 18.21429], [-15.13842, 8.80202, 17.37510], [-14.60772, 9.03279, 16.06521], [-15.56256, 8.74286, 14.92735], [-15.49406, 9.65063, 13.70401], [-13.42899, 9.70651, 15.99284], [-12.94145, 10.37856, 16.91801], [-12.57640, 9.30411, 14.83690], [-11.90497, 10.27249, 14.08391], [-11.23184, 9.91114, 12.97099], [-11.19722, 8.51926, 12.67392], [-11.81623, 7.54706, 13.38189], [-12.59039, 7.92656, 14.39507], [-15.40693, 9.67729, 19.28335], [-16.50351, 10.36739, 18.04296], [-14.67626, 10.82240, 18.03025], [-16.00034, 8.08193, 17.31198], [-14.30212, 8.28134, 17.81647], [-16.55740, 8.76833, 15.42625], [-15.50196, 7.68783, 14.63556], [-14.57715, 9.60632, 13.18242], [-15.74519, 10.66980, 13.91825], [-16.22464, 9.39450, 12.90775], [-11.94660, 11.27267, 14.48115], [-10.60805, 10.55005, 12.35060], [-10.63458, 8.21634, 11.83665], [-13.20190, 7.16953, 14.88313]], "e_tot_ha": -4053.53122, "orbital_gap_ev": 4.14, "relative_energy_kj_mol": 22.8, "charge": -1, "e_homo_ev": -2.5}


Entry 3:
{"formula": "C29H38N4OP2Zr", "method": "ωB97M-V/def2-TZVPD", "species": ["Zr", "C", "C", "C", "C", "C", "C", "C", "C", "C", "H", "H", "H", "H", "H", "H", "H", "H", "H", "H", "H", "H", "H", "H", "H", "P", "P", "N", "N", "N", "N", "C", "C", "C", "C", "C", "C", "C", "C", "C", "C", "C", "C", "C", "C", "C", "C", "C", "C", "H", "H", "H", "H", "H", "H", "H", "H", "H", "H", "H", "H", "H", "H", "H", "H", "H", "H", "H", "H", "C", "C", "O", "H", "H", "H"], "xyz": [[-0.15683, 1.38449, 1.99046], [-1.96449, 1.78435, -4.13072], [-2.05160, 0.48252, -3.79767], [-1.19779, -0.56639, -4.44642], [0.28128, -0.18961, -4.58735], [0.87815, 0.59129, -3.42720], [0.92503, 1.93126, -3.45026], [0.40571, 2.69386, -4.65002], [-1.00889, 2.31600, -5.15492], [1.36810, 1.34075, 3.73612], [-2.69552, 2.53431, -3.77996], [-2.82896, 0.10551, -3.12433], [-1.58274, -0.78027, -5.45855], [-1.29028, -1.50506, -3.88275], [0.84417, -1.12920, -4.70819], [0.41351, 0.34091, -5.54334], [1.39984, -0.01206, -2.67132], [1.45601, 2.52174, -2.69358], [1.06464, 2.57033, -5.53029], [0.40169, 3.76768, -4.42016], [-1.45899, 3.24353, -5.53820], [-0.94364, 1.64620, -6.02462], [0.87731, 2.05339, 4.43125], [2.38660, 1.70393, 3.55037], [1.43760, 0.38305, 4.27404], [1.61851, -0.38217, 1.12503], [-1.25693, -1.12580, 1.56076], [2.71512, 0.81396, 0.44201], [2.84952, -1.55390, 1.69598], [-2.04002, 0.27819, 0.65212], [-2.82727, -1.93953, 1.85752], [0.88487, -1.25963, -0.29877], [-0.40342, -2.00632, 0.15246], [2.67422, 2.15845, 0.83327], [3.74461, 2.80529, 0.25162], [4.44312, 1.86081, -0.55153], [3.78862, 0.64323, -0.41716], [3.75913, -1.30308, 2.73963], [4.43935, -2.47607, 3.03347], [3.93365, -3.49466, 2.16143], [2.95877, -2.91209, 1.36729], [-2.27416, 1.60523, 1.22361], [-2.09929, 2.54140, 0.16840], [-2.15302, 1.78601, -1.01711], [-2.03199, 0.43852, -0.71046], [-4.02807, -1.92082, 1.13725], [-4.91844, -2.81389, 1.72444], [-4.24657, -3.42956, 2.83228], [-2.97719, -2.88040, 2.89499], [1.62198, -1.98512, -0.68683], [0.67072, -0.53560, -1.10026], [-1.07284, -2.22679, -0.69816], [-0.11786, -2.97852, 0.59397], [1.94730, 2.53636, 1.55098], [4.00296, 3.84688, 0.39076], [5.31075, 2.04908, -1.15796], [3.98322, -0.32804, -0.84395], [3.81744, -0.33045, 3.20818], [5.20110, -2.61424, 3.78053], [4.22055, -4.53514, 2.13688], [2.28970, -3.33735, 0.63502], [-3.02095, 1.73309, 2.00525], [-2.12200, 3.63074, 0.24152], [-2.34519, 2.14841, -2.00729], [-2.00928, -0.43875, -1.34409], [-4.12540, -1.29164, 0.27028], [-5.92896, -3.01514, 1.38849], [-4.64142, -4.20500, 3.46837], [-2.14921, -3.08139, 3.55578], [-1.53462, -0.28690, 5.07669], [-1.17004, 0.33636, 3.79570], [-1.43583, 1.58291, 3.61399], [-1.93700, -1.29289, 4.95706], [-2.29578, 0.31455, 5.59747], [-0.67237, -0.34112, 5.75071]], "e_tot_ha": -2151.05414, "orbital_gap_ev": 5.60, "charge": 2, "e_homo_ev": -13.8}


Entry 4:
{"formula": "C29H38N9O4PSn", "method": "ωB97M-V/def2-TZVPD", "species": ["Sn", "C", "C", "C", "C", "N", "C", "N", "C", "N", "C", "N", "C", "C", "C", "C", "C", "N", "C", "C", "C", "C", "C", "C", "H", "H", "H", "H", "H", "H", "H", "H", "H", "H", "H", "H", "C", "C", "C", "O", "H", "H", "H", "H", "H", "H", "H", "N", "C", "N", "N", "C", "N", "H", "H", "H", "H", "C", "C", "O", "P", "O", "C", "C", "O", "C", "C", "H", "H", "H", "H", "H", "H", "H", "H", "H", "H", "H", "H", "H", "H", "H"], "xyz": [[0.30615, 0.79219, -0.01695], [4.81075, -1.02541, 0.58065], [4.70025, -2.18431, 1.34465], [3.50165, -2.46321, 1.95505], [2.42235, -1.56951, 1.81135], [2.53555, -0.47811, 1.04435], [3.69185, -0.22681, 0.45915], [1.30105, -1.87891, 2.51545], [0.35205, -1.03751, 2.78185], [0.18945, 0.24049, 2.35475], [-0.68315, 0.87059, 3.17905], [-0.94595, 2.13199, 3.29895], [-0.33575, 3.12059, 2.60785], [-0.78845, 4.42699, 2.89165], [-0.20735, 5.50429, 2.27145], [0.84865, 5.28069, 1.38785], [1.23105, 3.96999, 1.16805], [0.66345, 2.92229, 1.73275], [-1.26675, -0.11091, 4.10875], [-2.21025, -0.00891, 5.11015], [-2.49585, -1.15351, 5.84485], [-1.85175, -2.35621, 5.58395], [-0.90065, -2.45961, 4.57685], [-0.62585, -1.32521, 3.84255], [5.73665, -0.76861, 0.09195], [5.54365, -2.85051, 1.45635], [3.35665, -3.34341, 2.56015], [3.71245, 0.66809, -0.15275], [-1.59975, 4.53819, 3.59175], [-0.54815, 6.51159, 2.47545], [1.35845, 6.10089, 0.90335], [2.04565, 3.74299, 0.48915], [-2.70295, 0.92959, 5.30855], [-3.22255, -1.10861, 6.64495], [-2.08895, -3.22311, 6.18455], [-0.38785, -3.38661, 4.37315], [-3.21395, -0.99221, -2.16335], [-2.55135, 0.32759, -1.74965], [-2.57595, 1.29079, -2.94505], [-1.25685, 0.12599, -1.29535], [-4.25215, -0.81601, -2.44505], [-3.18055, -1.69431, -1.33515], [-2.68395, -1.43051, -3.00615], [-3.16385, 0.77079, -0.94525], [-1.96345, 0.89339, -3.75285], [-2.17865, 2.26029, -2.65255], [-3.59705, 1.41599, -3.30345], [-1.66805, 5.91189, -1.03465], [-2.85835, 5.28049, -1.17145], [-3.84425, 5.92519, -1.83775], [-3.12355, 4.10919, -0.69035], [-2.29705, 3.30309, -0.12815], [-1.63715, 2.47759, 0.33985], [-1.53915, 6.84699, -1.37785], [-0.98435, 5.54959, -0.38645], [-3.61635, 6.69059, -2.44755], [-4.66495, 5.38239, -2.04985], [3.89795, -4.09461, -3.24295], [3.53135, -3.20481, -2.06225], [2.13785, -3.27631, -1.85615], [1.31495, -1.91731, -1.32445], [-0.11335, -2.63821, -1.32375], [-0.54135, -3.29491, -0.13825], [-0.73995, -4.77611, -0.42165], [1.23665, -1.03611, -2.66805], [0.40325, -1.42031, -3.75665], [0.99215, -0.89981, -5.05725], [4.97465, -4.12021, -3.38715], [3.42695, -3.72711, -4.15145], [3.54195, -5.10471, -3.05655], [3.82875, -2.16581, -2.25045], [4.03985, -3.54601, -1.15115], [-1.48255, -2.82771, 0.17155], [0.18805, -3.16031, 0.66685], [-1.52755, -4.91121, -1.15835], [-1.01115, -5.29831, 0.49155], [0.17925, -5.19971, -0.81915], [-0.58095, -0.98611, -3.57015], [0.30655, -2.50901, -3.78185], [1.16065, 0.17149, -4.98645], [0.30045, -1.09441, -5.87265], [1.94115, -1.38381, -5.27635]], "e_tot_ha": -2477.37462, "orbital_gap_ev": 7.13, "relative_energy_kj_mol": 142.7, "e_homo_ev": -7.4}